(1)
The following is a DFT calculation (the ωB97M-V functional and the def2-TZVPD basis) of C7H11NO in the gas phase in a non-equilibrium geometry.

XYZ file:
```
20
Properties=species:S:1:pos:R:3:lowdin_charge:R:1
C 1.51 0.63 0.15 -0.34
C 2.50 -0.33 0.02 -0.12
C 1.56 1.75 -0.58 0.00
C 0.27 0.08 0.75 -0.12
C -0.79 -0.54 -0.17 -0.70
C -1.59 0.54 -0.94 -0.01
C -1.85 -1.19 0.68 -0.06
N 3.30 -1.12 0.24 0.21
O -0.29 -1.45 -1.03 0.11
H 0.95 2.59 -0.38 0.05
H 2.50 1.95 -1.14 0.07
H 0.48 -0.67 1.44 0.09
H -0.26 0.88 1.36 0.15
H -0.76 1.17 -1.39 0.09
H -2.16 1.18 -0.15 0.13
H -2.31 0.27 -1.65 0.06
H -2.70 -1.61 0.08 0.10
H -2.51 -0.44 1.22 0.09
H -1.51 -1.71 1.65 0.11
H 3.66 -1.97 -0.16 0.09
```

As for the frontier orbital gap (spin up / spin down): 6.92 / 7.89 eV. The energy above the lowest of the compared OMol25 structures with the same formula, charge and spin is 67.1 kJ/mol. As for the total energy: -403.1047 Ha. The spin multiplicity is 3.

***

(2)
The following is a DFT calculation (the ωB97M-V functional and the def2-TZVPD basis) of a molecular structure, C7H11NO2 in a non-equilibrium geometry.

XYZ file:
```
21
Properties=species:S:1:pos:R:3:lowdin_charge:R:1
C 0.08 -0.98 1.03 -0.35
C 1.01 -0.11 0.27 -0.16
C 0.76 -0.15 -1.23 -0.23
C -0.41 0.97 -1.62 -0.03
C 1.07 1.03 -2.09 -0.27
C 2.00 1.57 -2.99 0.04
C -1.27 -0.63 0.94 -0.39
H 0.05 -0.08 3.03 0.15
H 0.20 -1.87 3.01 0.04
H 0.34 -1.98 0.66 0.15
H 2.21 -0.05 0.43 0.17
H 0.45 1.09 0.54 0.17
H 0.75 -1.02 -1.84 0.12
H -1.26 0.67 -2.20 0.08
H -0.37 1.72 -0.65 0.13
H 1.72 2.64 -3.15 0.06
H 3.05 1.22 -3.04 0.05
H -2.50 0.57 2.06 0.16
N 0.60 -1.03 2.59 0.02
O -1.48 0.41 2.02 -0.06
O -2.06 -1.14 0.13 0.12
```

As for the frontier orbital gap: 9.75 eV. The energy above the lowest of the compared OMol25 structures with the same formula, charge and spin is 665.3 kJ/mol. As for the total energy: -478.3434 Ha. The spin multiplicity is 1.

***

(3)
The following is a DFT calculation (the ωB97M-V functional and the def2-TZVPD basis) of C7H11NO2 in the gas phase in a non-equilibrium geometry.

XYZ file:
```
21
Properties=species:S:1:pos:R:3:lowdin_charge:R:1
C 0.71 2.54 0.13 -0.03
C 0.89 1.03 0.04 -0.30
C 2.09 0.40 0.03 -0.08
C 1.85 -0.97 0.00 -0.11
N 0.51 -1.17 -0.05 -0.15
C -0.02 -2.51 -0.13 -0.03
C -0.07 0.05 0.02 -0.05
C -1.94 0.15 -0.31 -0.31
O -2.72 -0.89 0.39 -0.08
O -2.35 1.40 0.03 0.00
H 1.74 2.79 0.41 0.08
H 0.40 2.98 -0.78 0.07
H 0.16 2.79 0.95 0.04
H 3.20 0.59 0.21 0.13
H 2.46 -1.86 0.06 0.12
H 0.56 -3.05 -0.90 0.10
H 0.12 -3.02 0.82 0.08
H -1.13 -2.53 -0.33 0.10
H -2.02 -0.08 -1.44 0.16
H -2.59 -0.64 1.41 0.17
H -1.85 2.01 -0.56 0.12
```

As for the frontier orbital gap: 8.66 eV. Its SMILES is Cc1ccn(C)c1C(O)O. The energy above the lowest of the compared OMol25 structures with the same formula, charge and spin is 346.1 kJ/mol. As for the total energy: -478.4650 Ha. The spin multiplicity is 1.

***

(4)
The following is a DFT calculation (the ωB97M-V functional and the def2-TZVPD basis) of C7H11NO2S2 in the gas phase in a non-equilibrium geometry.

XYZ file:
```
23
Properties=species:S:1:pos:R:3:lowdin_charge:R:1
C -1.45 -0.63 -1.68 -0.17
C -1.83 -0.65 -0.17 -0.25
C 1.07 0.18 -1.50 -0.18
C 1.55 0.67 1.70 -0.26
C 0.48 1.03 -0.31 -0.12
C 0.11 -1.04 -1.74 -0.46
C -0.57 -0.78 0.66 -0.63
N 1.12 1.58 0.77 -0.08
O 0.10 -1.11 3.22 -0.33
O -1.00 0.98 2.48 -0.35
S 0.41 -2.10 -0.17 0.88
S -0.06 -0.14 2.18 0.64
H -1.99 -1.38 -2.31 0.12
H -1.52 0.39 -2.01 0.09
H -2.30 0.39 0.03 0.14
H -2.48 -1.44 0.15 0.10
H 1.21 0.82 -2.38 0.12
H 2.05 -0.02 -1.21 0.07
H 2.32 -0.10 1.43 0.12
H 1.87 1.24 2.67 0.15
H -0.25 1.62 -0.61 0.08
H 0.66 -1.75 -2.55 0.14
H 0.51 2.23 1.34 0.16
```

As for the frontier orbital gap (spin up / spin down): 8.53 / 8.53 eV. The energy above the lowest of the compared OMol25 structures with the same formula, charge and spin is 445.8 kJ/mol. As for the total energy: -1274.7916 Ha. The spin multiplicity is 1.

***

(5)
The following is a DFT calculation (the ωB97M-V functional and the def2-TZVPD basis) of C7H11NO3 in the gas phase in a non-equilibrium geometry.

XYZ file:
```
22
Properties=species:S:1:pos:R:3:lowdin_charge:R:1
H -3.05 -0.59 -2.01 0.05
N -2.56 0.22 -1.64 0.16
C -2.47 0.16 -0.38 -0.40
C -3.04 -0.94 0.47 -0.03
C -1.75 1.29 0.33 -0.12
O -0.42 1.47 -0.16 0.06
C 0.52 0.82 0.52 -0.60
O 0.32 -0.01 1.35 0.15
O 1.74 1.23 0.13 0.02
C 2.29 0.41 -0.92 -0.16
C 3.41 -0.46 -0.42 -0.14
C 3.44 -1.08 0.76 0.02
H -3.69 -1.58 -0.12 0.08
H -2.25 -1.52 0.95 0.09
H -3.67 -0.49 1.25 0.09
H -1.77 1.16 1.41 0.13
H -2.28 2.21 0.10 0.14
H 2.67 1.05 -1.71 0.12
H 1.47 -0.18 -1.36 0.14
H 4.27 -0.56 -1.08 0.09
H 4.39 -1.24 1.26 0.06
H 2.54 -1.44 1.25 0.06
```

As for the frontier orbital gap: 10.26 eV. Its SMILES is [H]/N=C(\C)COC(=O)OCC=C. The energy above the lowest of the compared OMol25 structures with the same formula, charge and spin is 246.1 kJ/mol. As for the total energy: -553.7422 Ha. The spin multiplicity is 1.

***

(6)
The following is a DFT calculation (the ωB97M-V functional and the def2-TZVPD basis) of C7H11NS in the gas phase in a non-equilibrium geometry.

XYZ file:
```
20
Properties=species:S:1:pos:R:3:lowdin_charge:R:1
N -0.37 -0.08 2.31 0.11
C -1.05 0.76 1.44 -0.84
S -2.54 1.39 1.88 0.61
C -0.65 0.80 0.01 -0.34
C 0.86 1.15 0.07 -0.17
C 1.67 -0.13 -0.06 -0.10
C 1.31 -1.12 -1.00 -0.08
C 0.07 -0.95 -1.78 -0.20
C -1.10 -0.47 -0.85 -0.12
H -0.64 -0.14 3.26 0.09
H 0.47 -0.49 2.07 0.05
H -1.23 1.68 -0.41 0.13
H 1.20 1.79 -0.76 0.12
H 1.04 1.66 1.01 0.10
H 2.65 -0.19 0.46 0.10
H 1.89 -2.02 -1.07 0.09
H -0.39 -1.89 -2.11 0.11
H 0.22 -0.28 -2.60 0.11
H -1.68 -1.31 -0.25 0.16
H -1.71 -0.14 -1.62 0.07
```

As for the frontier orbital gap: 8.81 eV. Its SMILES is NC(=S)[C@H]1CC=CCC1. The energy above the lowest of the compared OMol25 structures with the same formula, charge and spin is 126.5 kJ/mol. As for the total energy: -726.2144 Ha. The spin multiplicity is 1.

***

(7)
The following is a DFT calculation (the ωB97M-V functional and the def2-TZVPD basis) of C7H11NS in the gas phase in a non-equilibrium geometry.

XYZ file:
```
20
Properties=species:S:1:pos:R:3:lowdin_charge:R:1
N -1.32 0.69 2.26 0.03
C -1.01 1.39 1.12 -0.83
S -1.78 2.84 1.01 0.63
C -0.11 0.82 0.00 -0.32
C 1.19 0.31 0.63 -0.17
C 1.80 -0.81 -0.10 -0.09
C 1.25 -1.42 -1.23 -0.08
C -0.05 -0.95 -1.80 -0.21
C -0.92 -0.21 -0.80 -0.17
H -2.07 1.08 2.85 0.09
H -1.16 -0.33 2.22 0.11
H 0.14 1.61 -0.67 0.12
H 1.89 1.14 0.66 0.12
H 1.05 -0.04 1.66 0.11
H 2.76 -1.20 0.24 0.09
H 1.82 -2.20 -1.75 0.10
H -0.56 -1.83 -2.16 0.10
H 0.19 -0.24 -2.63 0.13
H -1.40 -0.95 -0.16 0.12
H -1.73 0.32 -1.35 0.13
```

As for the frontier orbital gap: 8.97 eV. Its SMILES is NC(=S)[C@H]1CC=CCC1. The energy above the lowest of the compared OMol25 structures with the same formula, charge and spin is 40.7 kJ/mol. As for the total energy: -726.2470 Ha. The spin multiplicity is 1.

***

(8)
The following is a DFT calculation (the ωB97M-V functional and the def2-TZVPD basis) of 2 unconnected molecules or ions with the total composition C7H11O2PS3 in a non-equilibrium geometry.

XYZ file:
```
24
Properties=species:S:1:pos:R:3:lowdin_charge:R:1
S -3.45 -1.31 1.71 0.45
P -1.95 -0.24 0.63 0.76
C -0.61 -0.83 1.64 -0.61
C 0.09 -0.13 2.74 -0.19
O 0.57 -0.13 1.47 -0.13
C -1.80 -1.35 -0.84 -0.48
C -0.54 -1.89 -1.32 -0.18
O -1.11 -0.82 -2.00 -0.08
H -4.31 -0.39 1.60 -0.27
H -0.38 -1.98 1.70 0.15
H -0.28 0.81 3.19 0.12
H 0.32 -0.97 3.42 0.12
H -2.72 -1.85 -1.22 0.11
H 0.34 -1.67 -0.67 0.12
H -0.67 -2.74 -1.82 0.07
S 0.22 3.35 1.23 0.69
C 1.33 3.27 0.07 -0.73
C 1.84 2.06 -0.53 -0.60
C 3.23 2.22 -1.07 -0.51
S 2.06 2.31 -2.37 0.87
H 1.88 4.24 -0.27 0.09
H 1.62 1.20 -0.11 0.03
H 3.88 3.06 -0.89 0.07
H 3.93 1.30 -0.99 0.11
```

As for the frontier orbital gap: 8.29 eV. Its SMILES is SP([C@@H]1CO1)[C@@H]1CO1.S=C[C@@H]1CS1. The energy above the lowest of the compared OMol25 structures with the same formula, charge and spin is 34.0 kJ/mol. As for the total energy: -1959.5274 Ha. The spin multiplicity is 1.